Density functional theory data (ωB97M-V/def2-TZVPD) for the molecule C9H10O3S2.

The geometry in XYZ format:
```
24
C9H10O3S2 ωB97M-V/def2-TZVPD
C 2.92 -1.47 0.39
C 2.13 -1.26 1.47
C 2.48 -1.57 -0.94
C 0.80 -1.05 1.21
C 1.14 -1.32 -1.16
C 0.29 -1.04 -0.10
C -1.89 0.74 0.44
C -0.76 2.48 -0.79
C -0.82 1.73 0.53
O -4.44 0.27 -0.02
O -2.14 -1.93 0.41
O -1.73 -0.69 -1.73
S -3.48 1.16 0.59
S -1.52 -0.86 -0.32
H 3.92 -1.79 0.76
H 2.64 -1.38 2.44
H 3.09 -1.93 -1.70
H 0.18 -0.77 1.96
H 0.82 -1.16 -2.22
H -0.12 3.35 -0.63
H -0.54 1.83 -1.56
H -1.87 2.85 -1.04
H -1.24 2.46 1.23
H 0.16 1.34 0.78
```

For the relative energy (zero: lowest compared OMol25 entry of this formula, charge and spin), the calculation gives 121.2 kJ/mol. The largest force on an atom is 3.71 eV/A. For the molecular weight, the calculation gives 230.31 u. As for the LUMO energy: -0.77 eV.

***

Density functional theory data (ωB97M-V/def2-TZVPD) for a cluster of 2 separate species, C9H10S2Si in total.

The geometry in XYZ format:
```
22
C9H10S2Si ωB97M-V/def2-TZVPD
C 3.73 0.94 0.41
C -2.88 2.01 -0.13
C 2.51 0.49 0.98
C -1.81 1.34 0.49
C 3.85 0.60 -0.89
C -3.66 1.17 -0.86
C 1.74 -0.19 0.09
C -1.78 0.00 0.24
C -0.66 -2.80 -0.35
Si -0.54 -1.29 0.79
S 2.47 -0.29 -1.45
S -3.11 -0.45 -0.80
H 4.47 1.50 0.96
H -3.06 3.07 -0.04
H 2.23 0.66 2.01
H -1.07 1.83 1.10
H 4.65 0.80 -1.58
H -4.54 1.41 -1.43
H -0.05 -3.62 0.00
H -1.69 -3.15 -0.43
H -0.33 -2.53 -1.35
H -0.47 -1.51 2.23
```

For the relative energy (zero: lowest compared OMol25 entry of this formula, charge and spin), the calculation gives 93.8 kJ/mol. The largest force on an atom is 3.73 eV/A. For the molecular weight, the calculation gives 210.40 u. As for the LUMO energy: 0.32 eV.

***

Density functional theory data (ωB97M-V/def2-TZVPD) for a cluster of 49 separate species, C9H114NO50 in total.

The geometry in XYZ format:
```
174
C9H114NO50 ωB97M-V/def2-TZVPD
C 6.61 -2.11 -1.22
C 6.81 -0.56 -0.64
C 5.33 -0.05 -0.14
C 4.70 1.20 -1.00
C 3.27 1.60 -0.27
C 2.04 1.91 -1.30
C 0.64 1.60 -0.45
N 0.34 0.13 -0.68
C -0.96 -0.29 -0.01
C -1.87 -1.01 -1.19
O -1.23 -1.38 -2.30
O -3.32 -1.22 -1.00
H 5.67 -2.06 -1.94
H 6.26 -2.75 -0.29
H 7.57 -2.53 -1.75
H 7.35 0.16 -1.40
H 7.48 -0.67 0.34
H 4.54 -0.95 -0.24
H 5.33 0.27 0.99
H 4.59 0.98 -2.16
H 5.41 2.15 -0.88
H 3.35 2.47 0.51
H 2.95 0.63 0.35
H 2.07 2.99 -1.75
H 2.00 1.17 -2.23
H 0.95 1.73 0.70
H -0.24 2.33 -0.72
H -0.65 -1.09 0.82
H -1.48 0.66 0.46
H -3.63 -1.97 -1.60
O -3.29 0.98 2.05
H -3.40 0.46 1.24
H -3.89 1.73 1.94
O -5.35 2.27 0.48
H -5.47 1.75 -0.34
H -5.96 3.02 0.37
O 2.63 -2.08 0.30
H 1.85 -1.56 0.06
H 2.26 -2.94 0.55
O -6.31 0.91 -2.32
H -7.14 0.68 -2.76
H -5.92 0.06 -2.10
O -2.60 2.68 -0.40
H -3.55 2.62 -0.22
H -2.37 1.80 -0.73
O -0.60 1.63 3.78
H -1.43 1.39 3.34
H -0.20 0.77 4.01
O -0.20 3.53 -2.78
H -1.15 3.47 -2.61
H 0.03 2.65 -3.12
O 0.24 6.56 -3.53
H -0.54 7.08 -3.77
H -0.13 5.70 -3.28
O -3.46 -3.33 1.30
H -4.42 -3.33 1.47
H -3.35 -2.61 0.66
O -8.44 3.23 -2.87
H -8.60 2.84 -3.74
H -7.69 2.72 -2.52
O 2.88 -2.73 3.45
H 1.93 -2.73 3.63
H 3.00 -2.01 2.82
O -1.33 9.32 -2.71
H -1.21 10.28 -2.75
H -0.45 8.98 -2.47
O 8.22 -2.12 -3.58
H 7.86 -1.25 -3.83
H 7.92 -2.71 -4.28
O -3.86 1.43 -3.64
H -3.36 0.63 -3.40
H -4.78 1.21 -3.44
O 7.37 1.67 1.31
H 7.49 2.63 1.26
H 8.25 1.34 1.54
O 6.04 -1.64 2.21
H 6.54 -2.44 2.45
H 5.12 -1.87 2.41
O -1.22 -0.70 5.26
H -2.00 -0.17 5.02
H -1.58 -1.56 5.51
O -4.09 5.23 0.68
H -3.56 5.85 1.20
H -3.45 4.56 0.40
O 6.44 -4.66 1.01
H 5.49 -4.72 1.18
H 6.67 -5.54 0.67
O 0.03 -3.85 4.84
H -0.11 -4.78 4.60
H 0.68 -3.90 5.56
O 2.84 -0.12 5.24
H 1.89 -0.17 5.42
H 3.07 -1.00 4.91
O -1.69 6.39 1.32
H -1.16 7.01 1.84
H -1.05 5.72 1.04
O -2.70 -2.98 4.38
H -2.86 -3.37 3.50
H -1.95 -3.49 4.72
O -0.32 -3.55 7.53
H -0.86 -2.99 6.95
H -0.92 -4.28 7.77
O 9.90 0.20 0.34
H 9.74 -0.19 -0.53
H 10.65 -0.30 0.69
O -7.51 1.18 2.61
H -7.69 0.53 1.92
H -6.70 1.62 2.31
O -7.03 2.34 -5.61
H -6.91 3.31 -5.65
H -6.15 2.01 -5.37
O -6.74 -1.01 4.42
H -7.22 -0.21 4.17
H -6.14 -1.17 3.68
O -7.55 -1.11 -1.19
H -7.78 -2.02 -1.43
H -8.37 -0.61 -1.36
O -5.97 6.14 -1.62
H -6.11 5.21 -1.87
H -5.32 6.10 -0.90
O -8.75 -2.77 -3.33
H -8.98 -3.68 -3.57
H -9.57 -2.27 -3.50
O 5.65 3.68 2.88
H 5.54 2.72 2.90
H 5.40 3.96 3.78
O -3.09 -4.60 8.21
H -3.87 -4.08 7.97
H -3.46 -5.47 8.46
O -3.80 0.10 6.69
H -3.13 0.78 6.52
H -4.38 0.13 5.91
O 9.71 -4.63 -0.76
H 8.76 -4.63 -0.58
H 9.82 -3.91 -1.40
O 10.61 -6.76 1.08
H 9.66 -6.76 1.26
H 10.72 -6.03 0.45
O 12.81 -8.04 3.22
H 12.27 -7.48 2.64
H 12.21 -8.77 3.46
O -5.79 3.82 -8.09
H -6.33 4.38 -8.67
H -6.39 3.09 -7.85
O -9.20 -1.33 2.78
H -9.08 -0.37 2.74
H -8.33 -1.67 3.02
O -7.27 -3.97 -1.24
H -7.43 -4.35 -2.12
H -6.52 -4.47 -0.90
O 2.37 1.83 2.44
H 2.87 1.03 2.68
H 1.45 1.61 2.64
O 0.94 9.89 -1.10
H 1.47 10.51 -0.58
H 1.58 9.22 -1.38
O 0.07 -4.15 -3.17
H -0.04 -4.66 -3.99
H -0.53 -3.40 -3.28
O -0.35 -2.12 -5.96
H -0.46 -3.08 -5.94
H -0.60 -1.84 -5.06
O -6.98 3.69 -10.53
H -7.16 3.03 -11.22
H -6.17 4.13 -10.83
O -4.58 0.87 -6.41
H -4.76 0.22 -7.10
H -3.77 1.31 -6.71
O 13.51 -9.81 6.13
H 13.42 -8.87 5.95
H 13.96 -10.16 5.35
O 3.65 0.98 -4.21
H 3.29 1.84 -4.46
H 3.35 0.39 -4.92
```

The largest force on an atom is 8.21 eV/A. For the molecular weight, the calculation gives 1036.97 u. Its net charge is -1. As for the LUMO energy: 0.67 eV.

***

Density functional theory data (ωB97M-V/def2-TZVPD) for the molecule C9H11BrFN.

The geometry in XYZ format:
```
23
C9H11BrFN ωB97M-V/def2-TZVPD
C 1.01 -2.45 -0.11
C 0.05 -1.32 -0.06
N -0.43 -0.78 -1.12
C -1.51 0.01 -1.18
C -1.88 1.01 -0.34
C -1.25 1.68 0.77
C -0.08 1.64 1.48
C 1.16 1.00 1.24
C 1.61 0.61 0.04
Br 3.38 -0.17 0.16
C 1.17 1.36 -1.19
F 2.13 2.34 -1.40
H 1.99 -2.36 0.32
H 1.38 -2.61 -1.09
H 0.57 -3.27 0.27
H -0.36 -1.15 1.02
H -2.14 0.02 -2.15
H -2.68 1.51 -0.62
H -1.94 2.47 1.15
H -0.06 2.39 2.32
H 1.73 0.86 2.20
H 0.13 1.78 -1.06
H 1.15 0.78 -2.25
```

For the relative energy (zero: lowest compared OMol25 entry of this formula, charge and spin), the calculation gives 121.8 kJ/mol. The largest force on an atom is 4.79 eV/A. For the molecular weight, the calculation gives 232.10 u. As for the LUMO energy: -0.14 eV.

***

Density functional theory data (ωB97M-V/def2-TZVPD) for a structure of composition C9H11Cl16IO8P2S.

The geometry in XYZ format:
```
48
C9H11Cl16IO8P2S ωB97M-V/def2-TZVPD
O -2.18 -3.62 -0.22
C -1.82 -2.75 -0.95
C -0.39 -2.70 -1.48
C 0.58 -2.05 -0.47
Cl 1.32 -3.30 0.51
O -0.15 -1.18 0.42
S -0.22 0.25 -0.26
O -0.45 1.22 0.74
O -1.02 0.19 -1.44
O 1.30 0.25 -0.68
C 1.71 -1.06 -1.07
I 1.99 -1.19 -3.20
P 3.44 -1.43 -0.45
P 3.61 -0.65 1.59
O 3.96 -1.75 2.50
O 4.75 0.48 1.60
O 2.23 0.07 1.93
H -2.52 -1.97 -1.29
H -0.38 -2.17 -2.43
H -0.10 -3.74 -1.64
H 4.20 -0.49 -1.16
H 5.50 0.13 2.10
H 2.08 0.09 2.89
C 3.91 3.51 -1.02
Cl 2.93 2.51 0.05
Cl 5.31 4.16 -0.17
Cl 4.41 2.58 -2.44
H 3.30 4.33 -1.36
C -1.47 3.79 2.08
Cl -2.18 3.62 3.68
Cl -2.65 4.41 0.92
Cl -0.04 4.83 2.14
H -1.16 2.81 1.74
C -1.58 -3.88 -6.03
Cl -2.76 -4.91 -5.23
Cl -0.25 -3.50 -4.93
Cl -0.98 -4.62 -7.51
H -2.07 -2.95 -6.29
C -5.74 -0.61 -1.88
Cl -6.80 0.70 -2.39
Cl -6.03 -2.07 -2.84
Cl -4.04 -0.13 -1.98
H -5.96 -0.84 -0.85
C -0.70 2.70 7.46
Cl 0.45 1.72 6.55
Cl -0.38 4.42 7.25
Cl -2.36 2.31 7.00
H -0.58 2.46 8.51
```

The largest force on an atom is 0.85 eV/A. For the molecular weight, the calculation gives 1035.35 u. As for the LUMO energy: -0.60 eV.

***

Density functional theory data (ωB97M-V/def2-TZVPD) for the molecule C9H11ClN2O4S.

The geometry in XYZ format:
```
28
C9H11ClN2O4S ωB97M-V/def2-TZVPD
C -1.56 -1.89 0.44
C -0.18 -1.14 0.23
C 1.03 -1.73 0.12
C 2.14 -1.18 0.06
Cl 3.49 -1.96 0.16
C 2.13 0.06 -0.02
S 3.62 1.07 0.21
N 4.25 0.67 -1.45
O 3.47 2.63 0.02
O 4.48 0.67 1.28
C 0.87 0.85 0.25
C -0.38 0.15 0.40
O -1.44 1.08 0.22
C -2.45 0.95 -0.78
C -3.72 0.41 -0.17
N -4.05 0.83 1.04
O -4.63 0.11 -0.85
H -1.32 -2.88 0.68
H -2.26 -1.60 1.07
H -2.10 -1.79 -0.62
H 0.86 -2.73 -0.11
H 5.04 0.25 -1.12
H 4.38 1.57 -1.92
H 1.00 1.85 0.29
H -2.56 1.91 -1.25
H -2.13 0.23 -1.36
H -3.20 1.02 1.55
H -4.80 0.59 1.62
```

The largest force on an atom is 14.76 eV/A. For the molecular weight, the calculation gives 278.72 u. As for the LUMO energy: 0.12 eV.

***

Number 1: E_HOMO -9.58 eV. Number 2: E_HOMO -8.37 eV. Number 3: E_HOMO -2.90 eV. Number 4: E_HOMO -8.54 eV. Number 5: E_HOMO -10.00 eV. Number 6: E_HOMO -9.50 eV.